Entry 1:
Density functional theory data (ωB97M-V with the def2-TZVPD basis set) for C29H29N4O7PS2SeW as an isolated structure in a non-equilibrium geometry.

ORCA input file:
```
! wB97M-V def2-TZVPD RIJCOSX def2/J DEFGRID3
* xyz 1 2
W -1.417 2.058 0.660
C 0.511 4.350 -0.157
C 1.673 3.784 0.308
C 1.400 3.219 1.577
C 0.083 3.528 1.955
C -0.528 4.197 0.843
H 0.354 4.813 -1.121
H 2.609 3.695 -0.224
H 2.101 2.644 2.167
H -0.316 3.469 2.958
H -1.336 4.902 0.918
C 7.095 -8.295 -2.480
O 6.401 -8.058 -1.264
C 5.695 -6.919 -1.145
C 5.037 -6.734 0.075
C 4.285 -5.606 0.293
C 4.167 -4.627 -0.701
C 4.831 -4.814 -1.907
C 5.592 -5.949 -2.140
C 3.348 -3.450 -0.436
N 2.839 -3.126 0.733
C 2.137 -1.980 0.517
C 2.212 -1.593 -0.808
N 2.994 -2.546 -1.407
C 1.563 -0.437 -1.316
C 1.589 0.013 -2.644
C 0.888 1.142 -2.999
C 0.145 1.817 -2.037
N 0.128 1.428 -0.766
C 0.826 0.328 -0.391
C 0.718 -0.078 0.985
N -0.123 0.644 1.757
C -0.307 0.291 3.023
C 0.369 -0.788 3.587
C 1.193 -1.563 2.800
C 1.367 -1.227 1.453
H 7.594 -9.250 -2.357
H 7.839 -7.517 -2.665
H 6.402 -8.353 -3.323
H 5.132 -7.500 0.833
H 3.771 -5.464 1.233
H 4.786 -4.071 -2.694
H 6.097 -6.064 -3.087
H 3.222 -2.624 -2.382
H 2.146 -0.535 -3.393
H 0.881 1.502 -4.017
H -0.466 2.670 -2.295
H -1.031 0.861 3.588
H 0.199 -1.025 4.626
H 1.692 -2.438 3.193
C -5.246 6.535 -1.041
C -5.875 5.267 -0.521
O -5.125 4.780 0.637
P -4.135 3.568 0.491
S -3.033 3.477 2.165
S -2.825 3.656 -1.010
O -4.999 2.281 0.222
C -6.290 1.975 0.827
C -6.189 1.640 2.295
H -5.903 6.983 -1.788
H -4.279 6.341 -1.502
H -5.115 7.250 -0.230
H -5.911 4.483 -1.280
H -6.885 5.437 -0.155
H -6.643 1.125 0.250
H -6.952 2.826 0.651
H -5.498 0.815 2.452
H -7.176 1.336 2.649
H -5.866 2.494 2.888
O -2.367 0.828 -0.687
Se -2.978 -0.369 0.386
O -4.506 -0.734 0.229
O -2.696 0.811 1.630
O -1.895 -1.529 0.515
*
```

For the lowest unoccupied orbital energy (spin up / spin down), the calculation gives -4.93 / -4.43 eV. As for the highest occupied orbital energy (spin up / spin down): -10.28 / -10.28 eV. The value obtained for the largest force on an atom is 0.032 hartree/bohr.


Entry 2:
Density functional theory data (ωB97M-V with the def2-TZVPD basis set) for C29H30AsF5N4O4ReSSi2 as an isolated structure in a non-equilibrium geometry.

ORCA input file:
```
! wB97M-V def2-TZVPD RIJCOSX def2/J DEFGRID3
* xyz 2 2
Re 0.220 0.484 1.866
O -3.659 -2.375 1.225
C -2.827 -1.353 1.373
O -2.480 -0.602 0.506
C -2.391 -1.208 2.810
C -3.013 -1.927 3.821
C -2.655 -1.693 5.136
C -1.730 -0.695 5.408
C -1.159 -0.009 4.353
N -1.440 -0.298 3.060
C -0.278 1.198 4.539
O 0.031 1.625 5.727
O 0.105 1.832 3.561
H -3.979 -2.402 0.310
H -3.773 -2.650 3.566
H -3.112 -2.252 5.941
H -1.483 -0.478 6.439
H -0.309 1.094 6.459
N -1.976 -5.610 -6.753
C -1.607 -5.123 -5.781
C -1.155 -4.506 -4.564
C -0.736 -3.178 -4.576
C -0.300 -2.582 -3.406
C -0.301 -3.314 -2.229
C -0.717 -4.637 -2.204
C -1.138 -5.236 -3.378
N 0.133 -2.694 -1.012
C 0.818 -3.309 0.015
C 0.963 -2.378 0.988
N 0.378 -1.194 0.568
C -0.112 -1.429 -0.640
H -0.738 -2.624 -5.505
H 0.063 -1.564 -3.417
H -0.729 -5.197 -1.278
H -1.464 -6.266 -3.377
H 1.164 -4.325 -0.054
H 1.471 -2.459 1.933
H -0.707 -0.747 -1.222
C -2.300 4.503 -0.248
Si -0.804 4.304 0.849
C 0.557 5.517 0.504
C -1.290 4.298 2.644
As -0.075 2.084 0.235
Si 0.121 1.914 -2.163
C -1.580 1.437 -2.792
C 1.469 0.710 -2.637
C 0.626 3.626 -2.680
H -2.833 5.413 0.040
H -2.996 3.668 -0.147
H -2.035 4.604 -1.301
H 0.188 6.534 0.661
H 0.924 5.453 -0.520
H 1.401 5.361 1.178
H -1.714 5.278 2.881
H -0.431 4.144 3.294
H -2.052 3.547 2.860
H -2.195 0.916 -2.056
H -1.499 0.803 -3.679
H -2.124 2.336 -3.088
H 1.627 -0.111 -1.937
H 2.408 1.261 -2.724
H 1.261 0.289 -3.623
H -0.128 4.381 -2.460
H 0.784 3.628 -3.762
H 1.568 3.919 -2.214
F 6.000 -1.930 -1.627
C 5.187 -1.394 -0.739
C 4.882 -2.079 0.429
F 5.411 -3.270 0.657
C 4.025 -1.506 1.351
F 3.774 -2.173 2.478
C 3.438 -0.265 1.132
S 2.448 0.496 2.379
C 3.771 0.406 -0.038
F 3.254 1.608 -0.292
C 4.633 -0.145 -0.969
F 4.920 0.515 -2.083
*
```

For the lowest unoccupied orbital energy (spin up / spin down), the calculation gives -7.41 / -7.62 eV. As for the highest occupied orbital energy (spin up / spin down): -13.37 / -13.30 eV. The value obtained for the largest force on an atom is 0.030 hartree/bohr.


Entry 3:
Density functional theory data (ωB97M-V with the def2-TZVPD basis set) for C29H30BrN2O4ReS3 as an isolated structure in a non-equilibrium geometry.

ORCA input file:
```
! wB97M-V def2-TZVPD RIJCOSX def2/J DEFGRID3
* xyz 1 2
Re 0.371 -0.399 -0.768
O -0.210 1.531 -0.592
C 0.140 2.356 0.364
C -0.032 3.734 0.143
C 0.242 4.645 1.133
C 0.690 4.240 2.403
C 0.864 2.909 2.644
C 0.614 1.938 1.640
C 0.805 0.586 2.004
N 0.711 -0.463 1.234
C 0.891 -1.803 1.837
C 0.470 -2.868 0.826
N 0.896 -2.401 -0.495
C 1.705 -3.102 -1.195
C 2.349 -2.596 -2.383
C 2.968 -3.482 -3.271
C 3.621 -3.017 -4.392
C 3.689 -1.646 -4.627
C 3.112 -0.748 -3.748
C 2.439 -1.222 -2.633
O 1.908 -0.279 -1.789
H -0.390 4.045 -0.829
H 0.104 5.700 0.931
H 0.889 4.973 3.171
H 1.203 2.570 3.616
H 1.047 0.403 3.052
H 1.950 -1.929 2.078
H 0.308 -1.889 2.755
H 0.925 -3.828 1.072
H -0.613 -2.991 0.819
H 1.960 -4.108 -0.864
H 2.918 -4.545 -3.068
H 4.081 -3.712 -5.080
H 4.205 -1.275 -5.502
H 3.168 0.320 -3.908
C -4.439 -1.088 3.157
C -4.358 0.428 3.395
S -2.736 1.205 3.142
C -2.831 1.783 1.437
C -3.081 0.732 0.364
S -2.105 -0.782 0.589
C -3.197 -1.997 -0.203
C -4.128 -2.665 0.797
S -5.314 -1.576 1.630
H -4.982 -1.547 3.982
H -3.442 -1.524 3.134
H -4.600 0.640 4.436
H -5.092 0.966 2.792
H -1.881 2.297 1.277
H -3.614 2.540 1.355
H -2.859 1.142 -0.623
H -4.119 0.403 0.392
H -2.562 -2.741 -0.684
H -3.753 -1.488 -0.991
H -3.563 -3.206 1.557
H -4.732 -3.402 0.264
Br -5.211 2.183 -4.164
C -4.466 0.445 -4.195
C -5.136 -0.577 -4.849
C -4.586 -1.853 -4.861
C -3.384 -2.102 -4.220
C -2.723 -1.067 -3.568
C -3.260 0.217 -3.557
C -1.457 -1.367 -2.840
O -1.018 -2.488 -2.716
O -0.951 -0.299 -2.214
H -6.076 -0.378 -5.343
H -5.104 -2.651 -5.375
H -2.944 -3.090 -4.217
H -2.735 1.021 -3.060
*
```

For the lowest unoccupied orbital energy (spin up / spin down), the calculation gives -4.05 / -3.99 eV. As for the highest occupied orbital energy (spin up / spin down): -10.84 / -10.80 eV. The value obtained for the largest force on an atom is 0.020 hartree/bohr.


Entry 4:
Density functional theory data (ωB97M-V with the def2-TZVPD basis set) for C29H30BrN2O4ReS3 as an isolated structure.

ORCA input file:
```
! wB97M-V def2-TZVPD RIJCOSX def2/J DEFGRID3
* xyz 1 2
Re 0.446 -0.038 1.924
O 2.189 0.065 2.940
C 2.451 -0.534 4.065
C 3.675 -0.225 4.697
C 4.029 -0.819 5.875
C 3.199 -1.778 6.498
C 2.022 -2.111 5.903
C 1.603 -1.504 4.683
C 0.395 -1.969 4.135
N -0.211 -1.541 3.046
C -1.431 -2.244 2.589
C -1.657 -1.869 1.127
N -1.424 -0.430 1.051
C -2.389 0.368 0.811
C -2.291 1.799 0.983
C -3.281 2.629 0.446
C -3.220 3.997 0.613
C -2.171 4.553 1.344
C -1.199 3.750 1.912
C -1.260 2.375 1.737
O -0.316 1.616 2.352
H 4.310 0.504 4.214
H 4.969 -0.552 6.340
H 3.503 -2.241 7.425
H 1.372 -2.852 6.352
H -0.084 -2.793 4.661
H -2.277 -1.906 3.194
H -1.324 -3.322 2.707
H -2.667 -2.130 0.806
H -0.929 -2.367 0.483
H -3.348 -0.039 0.496
H -4.092 2.177 -0.113
H -3.983 4.632 0.186
H -2.119 5.624 1.481
H -0.390 4.166 2.495
C -3.029 1.381 -3.699
C -2.167 2.440 -3.032
S -0.716 1.853 -2.131
C 0.184 0.968 -3.429
C -0.151 -0.511 -3.699
S -0.694 -1.476 -2.258
C -2.200 -2.277 -2.861
C -3.306 -1.403 -3.453
S -3.712 0.127 -2.568
H -2.456 0.861 -4.463
H -3.860 1.874 -4.205
H -2.745 2.998 -2.292
H -1.851 3.159 -3.791
H 1.234 1.049 -3.149
H 0.077 1.533 -4.358
H 0.741 -0.991 -4.102
H -0.924 -0.600 -4.458
H -2.576 -2.799 -1.978
H -1.942 -3.049 -3.588
H -4.217 -2.001 -3.497
H -3.080 -1.132 -4.483
Br 5.108 1.909 -3.726
C 4.192 0.450 -2.955
C 4.281 -0.806 -3.542
C 3.603 -1.879 -2.980
C 2.835 -1.702 -1.840
C 2.752 -0.436 -1.271
C 3.432 0.650 -1.819
C 1.907 -0.211 -0.097
O 1.367 -1.205 0.537
O 1.621 0.924 0.358
H 4.880 -0.940 -4.431
H 3.677 -2.855 -3.438
H 2.290 -2.523 -1.399
H 3.350 1.627 -1.361
*
```

For the lowest unoccupied orbital energy (spin up / spin down), the calculation gives -3.81 / -4.04 eV. As for the highest occupied orbital energy (spin up / spin down): -10.50 / -10.52 eV. The value obtained for the largest force on an atom is 0.008 hartree/bohr.


Energy relative to the best compared isomer or geometry (same formula, charge and spin) readings, ordered: 2.917, 0.415, 0.465, 0.000 eV
E readings, ordered: -148963.164, -147844.562, -146404.542, -146405.007 eV